*w*
Formula: C5H13N
Source: the Open Molecules 2025 dataset
Level of theory: the ωB97M-V functional and the def2-TZVPD basis

XYZ file:
```
19
C5H13N the ωB97M-V functional and the def2-TZVPD basis
C -2.10629 -1.83723 -0.06784
C -0.80540 -1.22371 0.47689
N -0.46850 0.04514 -0.21055
C 0.70394 0.97062 0.17757
C 1.87650 0.11287 0.49607
C 0.77742 2.15271 -0.93480
H -2.24027 -2.88777 0.18401
H -3.00646 -1.13142 -0.10168
H -1.89946 -1.95425 -1.17251
H 0.07516 -1.91454 0.28753
H -0.61971 -1.22980 1.62455
H -1.35989 0.55524 -0.31030
H 0.32172 1.49530 0.99153
H 2.55469 0.52795 1.22533
H 2.56300 -0.29490 -0.26500
H 1.40431 -0.71175 1.07287
H 1.65876 2.88464 -0.71598
H -0.22090 2.79996 -0.81579
H 0.79137 1.64095 -1.94188
```

Summary:
structure (SMILES): CCNC(C)C
LUMO: 1.13 eV



*x*
Formula: C5H13N
Source: the Open Molecules 2025 dataset
Level of theory: the ωB97M-V functional and the def2-TZVPD basis

XYZ file:
```
19
C5H13N the ωB97M-V functional and the def2-TZVPD basis
C -1.17994 -1.05569 -0.67928
C 0.13447 -1.33716 -0.30866
C 1.30338 -0.70932 -0.98652
C -0.32733 -0.59974 1.06131
C -1.05583 0.81384 1.19288
N 0.97286 1.96386 -0.82474
H -1.39293 -0.42659 -1.54137
H -1.94297 -1.73062 -0.27976
H 0.34430 -2.38050 -0.09178
H 1.33420 -0.92621 -2.02650
H 2.08972 -0.79757 -0.30234
H 1.65486 2.28017 -1.48933
H -0.84991 -1.24556 1.75127
H 0.63867 -0.31262 1.54366
H -0.89794 1.16149 2.21019
H -2.14380 0.65153 1.13488
H -0.65473 1.53690 0.48501
H 1.06194 0.52683 -0.82842
H 0.91098 2.58698 -0.02051
```

Summary:
LUMO: -1.31 eV



*y*
Formula: C5H13N
Source: the Open Molecules 2025 dataset
Level of theory: the ωB97M-V functional and the def2-TZVPD basis

XYZ file:
```
19
C5H13N the ωB97M-V functional and the def2-TZVPD basis
C -2.02626 -0.38750 -1.14174
C -0.80500 0.53453 -0.89024
C 0.21740 -0.36150 0.04530
C 1.07913 -1.23242 -0.86315
N 1.07730 0.59272 0.71141
C 0.57225 1.04018 2.09436
H -1.96550 -1.19388 -1.88253
H -2.95637 0.14151 -1.34332
H -2.29636 -1.11722 -0.33498
H -0.40440 0.72057 -1.84665
H -1.14813 1.46478 -0.29718
H -0.28288 -1.17831 0.66469
H 1.52879 -0.49453 -1.58777
H 1.82962 -1.81452 -0.38390
H 0.48740 -1.90788 -1.47794
H 2.06621 0.38034 0.59994
H 0.57503 0.10078 2.73885
H -0.41553 1.52316 2.07180
H 1.21588 1.66643 2.63194
```

Summary:
structure (SMILES): CC[C@@H](C)NC
LUMO: 1.20 eV



Stability check: which of them is most stable? *y*.



*w*
Formula: C5H13N
Source: the Open Molecules 2025 dataset
Level of theory: the ωB97M-V functional and the def2-TZVPD basis

XYZ file:
```
19
C5H13N the ωB97M-V functional and the def2-TZVPD basis
C 1.18028 -1.62054 1.28900
C 1.31337 -0.09050 1.29243
C 1.16891 0.48710 -0.13553
C -0.22313 0.15918 -0.62137
N -1.33510 0.74914 0.09671
C -2.48632 0.74656 -0.81236
H 0.18132 -1.85067 0.88302
H 1.96814 -2.08261 0.69592
H 1.23988 -2.06129 2.27024
H 2.29928 0.21174 1.75913
H 0.51491 0.30452 1.88371
H 1.92718 0.08951 -0.81126
H 1.33243 1.55458 -0.11489
H -0.28265 -0.93174 -0.86755
H -0.46925 1.18406 -1.13583
H 0.10781 0.86293 -2.41199
H -3.40965 1.11177 -0.28084
H -2.69606 -0.26436 -1.34946
H -2.33135 1.44062 -1.62907
```

Summary:
LUMO: -0.42 eV



*x*
Formula: C5H13N
Source: the Open Molecules 2025 dataset
Level of theory: the ωB97M-V functional and the def2-TZVPD basis

XYZ file:
```
19
C5H13N the ωB97M-V functional and the def2-TZVPD basis
C -0.10749 0.43980 0.22372
C -0.42999 -0.60782 -0.58277
C 1.88308 -0.89747 0.31659
C -0.58732 0.59928 1.62784
C -2.41729 0.63347 -1.02245
N 2.86760 -0.56168 -0.63056
H 0.31904 1.32288 -0.24176
H 2.71304 -0.93846 -1.55611
H 3.08339 0.42473 -0.68031
H -0.88990 -1.49363 -0.16503
H -0.05980 -0.64567 -1.59772
H 2.08467 -0.48761 1.30088
H 1.67182 -1.96154 0.35510
H -1.03059 -0.32164 2.00692
H -1.33792 1.39037 1.67874
H 0.23832 0.88572 2.28483
H -2.60983 0.18661 -1.99375
H -2.27887 1.71027 -1.07630
H -3.11198 0.32239 -0.24787
```

Summary:
LUMO (alpha / beta): 1.08 / 1.02 eV



Stability check: which of them is most stable? *x*.



*w*
Formula: C7H13NOS
Source: the Open Molecules 2025 dataset
Level of theory: the ωB97M-V functional and the def2-TZVPD basis

XYZ file:
```
23
C7H13NOS the ωB97M-V functional and the def2-TZVPD basis
C 1.31763 1.19479 -1.43317
C 1.26636 0.33018 -0.15118
C 1.57469 -1.09977 -0.49605
C 2.25258 0.82066 0.83646
C -0.14825 0.25398 0.42772
S -1.37727 -0.72955 -0.50180
C -2.60076 -1.29237 0.77403
N -3.77548 -0.53264 0.76358
C -4.32056 0.30013 0.11417
O -5.03092 1.07662 -0.27833
H 0.72628 0.67255 -2.23625
H 2.23006 1.12432 -2.11946
H 0.91722 2.29180 -1.36972
H 2.51020 -1.06263 -0.99065
H 1.47017 -1.91915 0.20653
H 0.77068 -1.54544 -1.25717
H 3.16510 0.45998 0.55115
H 2.06357 0.52351 1.82858
H 2.36850 1.88910 0.78684
H -0.03169 -0.30898 1.35471
H -0.37370 1.21483 0.78547
H -2.24993 -1.23666 1.72998
H -2.72447 -2.42527 0.67454
```

Summary:
structure (SMILES): CC(C)(C)CSCN=C=O
LUMO: 0.67 eV



*x*
Formula: C7H13NOS
Source: the Open Molecules 2025 dataset
Level of theory: the ωB97M-V functional and the def2-TZVPD basis

XYZ file:
```
23
C7H13NOS the ωB97M-V functional and the def2-TZVPD basis
C 2.41875 0.18977 0.21339
C 1.05832 0.07285 -0.18203
C 3.13759 -1.09412 0.34928
C -1.54114 -1.19436 -0.14279
C -2.37099 0.78343 1.13518
C -1.80944 1.08760 -1.29639
C -1.42495 0.36260 -0.08512
N 0.02400 0.51492 0.41121
O 5.23557 0.51043 0.40162
S 4.33202 -0.03131 -0.52614
H 2.68550 0.89533 0.98295
H 0.76365 -0.42140 -1.08465
H 3.38264 -1.42849 1.43611
H 2.70048 -1.91369 -0.19085
H -2.06760 -1.55054 -1.07651
H -0.55638 -1.54486 -0.12435
H -2.11477 -1.55370 0.67168
H -2.42920 1.83707 1.36867
H -1.96955 0.23784 1.94890
H -3.42469 0.36033 0.89822
H -2.96279 0.98617 -1.47891
H -1.64083 2.09640 -1.28909
H -1.42617 0.79772 -2.34037
```

Summary:
LUMO: 0.18 eV



Stability check: which of them is most stable? *w*.